Here is C17H30BrN4O13S2 as an isolated structure in a non-equilibrium geometry from the Open Molecules 2025 dataset. Energies are from the ωB97M-V functional and the def2-TZVPD basis.

The net charge is -1. For the energy above the lowest of the compared OMol25 structures with the same formula, charge and spin, the calculation gives 28.4 kcal per mole.

Last column: natural (NBO) charge in e.
Positions of all 67 atoms, in Å:
N 1.2718 -1.1757 -0.7872  -0.739
C 1.2067 -0.0243 -1.3654  0.576
N 2.0952 1.0825 -1.0398  -0.898
N 0.2168 0.1851 -2.3785  -0.617
C -0.9136 -0.7679 -2.2228  -0.237
C -2.1259 -0.2924 -3.1098  -0.418
C -3.2927 -1.3359 -3.1674  -0.409
C -3.5862 -2.0847 -1.8164  -0.646
S -4.0523 -1.0072 -0.4041  2.167
O -5.4042 -1.4374 0.0495  -0.955
O -3.0745 -1.3207 0.6961  -0.960
N -3.8744 0.6404 -0.7290  -1.137
S -5.2897 1.3098 -1.3345  2.090
O -6.4577 1.2662 -0.4180  -0.921
O -5.6566 0.8618 -2.7044  -0.934
Br -4.7855 3.5073 -1.5470  -0.221
H 2.0396 -1.1055 -0.1095  0.332
H 2.9515 0.6712 -0.6319  0.394
H 1.6735 1.6445 -0.2977  0.368
H -0.1624 1.1227 -2.2335  0.370
H -0.6119 -1.7960 -2.5177  0.201
H -1.2420 -0.7381 -1.1505  0.220
H -1.7231 -0.1929 -4.1556  0.195
H -2.4969 0.7144 -2.8210  0.228
H -4.2473 -0.9295 -3.5747  0.245
H -2.9716 -2.1290 -3.8986  0.194
H -2.6676 -2.6443 -1.5200  0.245
H -4.3826 -2.8449 -1.9892  0.248
C 8.3231 1.6695 -0.9733  -0.628
C 7.0140 1.9049 -0.2543  0.060
C 7.0856 1.7413 1.2377  -0.096
O 5.7343 1.3998 1.5597  -0.481
C 5.2166 0.7884 0.4665  0.988
O 4.1711 0.2128 0.4476  -0.600
O 6.0427 0.9118 -0.6003  -0.481
H 8.9961 2.5178 -0.8407  0.222
H 8.8223 0.7715 -0.6029  0.220
H 8.1514 1.5190 -2.0400  0.236
H 6.6044 2.8813 -0.5328  0.189
H 7.3901 2.6519 1.7514  0.207
H 7.7315 0.9170 1.5528  0.190
C -8.0985 1.5639 1.9586  -0.638
C -8.9387 2.6102 2.6560  0.064
C -9.4889 3.6685 1.7436  -0.096
O -9.6650 4.7704 2.6422  -0.501
C -8.7454 4.6181 3.6320  0.969
O -8.4928 5.4475 4.4483  -0.590
O -8.1543 3.3986 3.5624  -0.489
H -8.7277 0.8646 1.4063  0.222
H -7.3992 2.0180 1.2614  0.261
H -7.5033 1.0055 2.6828  0.232
H -9.7323 2.1280 3.2386  0.169
H -10.4360 3.3847 1.2863  0.197
H -8.7881 3.9718 0.9615  0.194
C 5.0865 -3.1114 2.1324  -0.627
C 5.9865 -3.4445 0.9649  0.058
C 5.9747 -4.8920 0.5625  -0.095
O 7.2596 -5.0372 -0.0513  -0.491
C 8.0782 -4.1216 0.5305  0.968
O 9.2581 -4.0858 0.3878  -0.579
O 7.3676 -3.2544 1.2992  -0.499
H 4.0410 -3.0901 1.8222  0.239
H 5.1918 -3.8418 2.9378  0.210
H 5.3494 -2.1388 2.5510  0.231
H 5.7566 -2.7898 0.1177  0.191
H 5.1781 -5.1308 -0.1405  0.212
H 5.9220 -5.5777 1.4128  0.182

Here is C17H30CaFN5O3P2S as an isolated structure in a non-equilibrium geometry from the Open Molecules 2025 dataset. Energies are from the ωB97M-V functional and the def2-TZVPD basis.

The electronic energy comes out at -82284.6475 eV.

Last column: Mulliken charge in e.
Positions of all 60 atoms, in Å:
Ca -0.9904 0.9408 -0.6961  2.592
C 3.7816 2.1428 0.9352  -1.024
N 3.4953 1.4856 -0.3184  0.171
C 4.6339 0.8157 -0.9062  -1.039
P 1.9957 0.8000 -0.5454  0.443
O 0.9338 1.5587 0.1290  -1.064
O 2.1060 -0.6939 0.1206  -0.303
P 0.6957 -1.4027 0.5631  0.575
O -0.3728 -1.1319 -0.3908  -0.801
N 0.3289 -1.0005 2.1215  0.383
C 1.3273 -1.1803 3.1527  -1.064
C -0.6344 0.0522 2.3850  -0.539
N 1.1998 -2.9959 0.7085  0.226
C 0.0697 -3.9070 0.7468  -1.053
C 2.3421 -3.5291 -0.0023  -0.939
N 1.9872 0.5593 -2.1739  0.568
C 1.5565 -0.6454 -2.8546  -0.845
C 1.7574 1.7964 -2.9084  -1.169
H 4.4981 2.9483 0.7615  0.352
H 4.2020 1.4509 1.6766  0.296
H 2.8541 2.5553 1.3243  0.298
H 5.4084 1.5484 -1.1477  0.347
H 4.3066 0.3169 -1.8147  0.274
H 5.0590 0.0672 -0.2308  0.307
H 2.0486 -1.9214 2.8183  0.325
H 0.8413 -1.5511 4.0577  0.343
H 1.8369 -0.2421 3.3937  0.313
H -1.3279 0.1224 1.5484  0.035
H -0.1438 1.0215 2.5208  0.299
H -1.1937 -0.1884 3.2929  0.394
H -0.7279 -3.4462 1.3294  0.355
H 0.3900 -4.8344 1.2246  0.351
H -0.3159 -4.1468 -0.2506  0.309
H 3.1587 -2.8105 0.0259  0.227
H 2.1159 -3.7805 -1.0467  0.301
H 2.6529 -4.4427 0.5104  0.412
H 1.7325 -1.5075 -2.2137  0.199
H 2.1468 -0.7704 -3.7667  0.381
H 0.4949 -0.5990 -3.1114  0.247
H 1.7333 2.6290 -2.2034  0.423
H 0.7988 1.7551 -3.4305  0.330
H 2.5710 1.9521 -3.6210  0.308
S -4.8532 3.3915 0.7532  -0.294
C -3.6246 4.5707 0.6265  -0.321
C -2.4342 4.0520 0.2059  -0.850
C -2.4346 2.6507 -0.0277  -0.687
C -3.6891 2.1578 0.2241  0.532
C -4.1178 0.8025 0.0525  0.573
C -5.4769 0.4394 0.0441  -1.212
C -5.8260 -0.8764 -0.1604  -0.368
C -4.8171 -1.8179 -0.3376  -0.969
C -3.5051 -1.3767 -0.3241  -0.377
N -3.1545 -0.1161 -0.1292  -0.156
H -3.8691 5.5925 0.8645  0.439
H -1.5699 4.6861 0.0671  0.367
H -6.2258 1.2047 0.1754  0.335
H -6.8651 -1.1701 -0.2009  0.413
H -5.0538 -2.8565 -0.5051  0.417
H -2.6895 -2.0704 -0.4818  0.557
F -1.1491 0.9456 -2.5593  -0.943

Here is one molecule with the formula C17H30N2O4 from the Open Molecules 2025 dataset. Energies are from the ωB97M-V functional and the def2-TZVPD basis.

For the energy above the lowest of the compared OMol25 structures with the same formula, charge and spin, the calculation gives 2.6 kcal per mole. The SMILES is CCOC(=O)CNC(=O)[C@@H](CC(C)C)NC(=O)C1CCCCC1.

Last column: natural (NBO) charge in e.
Positions of all 53 atoms, in Å:
C -5.4624 -0.8040 1.6990  -0.635
C -5.0799 -2.0667 0.9419  -0.076
H -4.2855 -2.6036 1.4701  0.199
H -5.9420 -2.7203 0.7989  0.193
O -4.6278 -1.7564 -0.3823  -0.497
C -3.3634 -1.3890 -0.5234  0.793
O -2.5449 -1.3476 0.3610  -0.625
C -3.0376 -1.0231 -1.9678  -0.336
N -1.6790 -0.5609 -2.0487  -0.613
C -1.3961 0.7647 -1.9510  0.694
O -2.2122 1.6280 -2.1842  -0.626
C 0.0647 1.0553 -1.5951  -0.168
N 0.6239 0.0020 -0.7776  -0.639
C 1.7803 -0.6350 -1.0908  0.694
O 2.3476 -0.4506 -2.1461  -0.630
C 2.2322 -1.6203 -0.0151  -0.309
C 3.4207 -2.4619 -0.4892  -0.393
C 4.6915 -1.6266 -0.6259  -0.408
C 5.0166 -0.9035 0.6764  -0.395
C 3.8392 -0.0309 1.0979  -0.404
C 2.5944 -0.8917 1.2863  -0.388
H 1.7602 -0.2755 1.6299  0.200
H 2.7892 -1.6397 2.0592  0.205
H 3.6503 0.7192 0.3268  0.199
H 4.0706 0.4914 2.0291  0.209
H 5.9092 -0.2886 0.5462  0.208
H 5.2246 -1.6344 1.4627  0.188
H 4.5470 -0.8964 -1.4219  0.227
H 5.5217 -2.2768 -0.9096  0.205
H 3.1800 -2.9119 -1.4539  0.221
H 3.5870 -3.2668 0.2316  0.199
H 1.3815 -2.2863 0.1820  0.221
H 0.1780 -0.1732 0.1096  0.410
C 0.2149 2.4494 -0.9644  -0.392
H 1.2358 2.7980 -1.1314  0.210
H -0.4674 3.1145 -1.4965  0.233
C -0.0808 2.5234 0.5387  -0.219
C -1.4962 2.0630 0.8800  -0.622
H -2.2214 2.6139 0.2860  0.222
H -1.6401 1.0016 0.6874  0.205
H -1.7027 2.2420 1.9339  0.207
C 0.1208 3.9637 1.0090  -0.596
H -0.5877 4.6237 0.5139  0.204
H 1.1277 4.3068 0.7815  0.206
H -0.0318 4.0397 2.0832  0.206
H 0.6409 1.8937 1.0733  0.186
H 0.6336 1.0341 -2.5353  0.268
H -0.9651 -1.2059 -1.7398  0.410
H -3.2052 -1.8860 -2.6172  0.229
H -3.6902 -0.2042 -2.2845  0.264
H -4.5898 -0.1687 1.8304  0.223
H -5.8546 -1.0704 2.6761  0.219
H -6.2203 -0.2516 1.1493  0.214

Here is one molecule with the formula C17H30N2O5 in a non-equilibrium geometry from the Open Molecules 2025 dataset. Energies are from the ωB97M-V functional and the def2-TZVPD basis.

For the energy above the lowest of the compared OMol25 structures with the same formula, charge and spin, the calculation gives 44.9 kcal per mole. The SMILES is CCOC(=O)[C@H]1O[C@@H]1C(=O)N[C@@H](CC(C)C)C(=O)NCCC(C)C.

Last column: natural (NBO) charge in e.
Positions of all 54 atoms, in Å:
C -7.6260 -2.4048 0.9482  -0.635
C -7.3048 -1.5790 -0.2883  -0.075
H -7.8060 -0.6069 -0.2395  0.200
H -7.5922 -2.1046 -1.2009  0.192
O -5.8960 -1.3649 -0.4164  -0.497
C -5.3697 -0.3676 0.2815  0.760
O -5.9850 0.4022 0.9723  -0.584
C -3.8813 -0.2717 0.0938  -0.023
C -3.2661 -0.5669 -1.2196  0.004
C -2.0451 0.2057 -1.6626  0.639
O -2.0485 0.8626 -2.6849  -0.623
N -1.0109 0.1115 -0.8176  -0.623
H -1.0250 -0.5483 -0.0441  0.445
C 0.2636 0.7428 -1.0582  -0.130
C 0.1713 2.2667 -0.8467  -0.398
H -0.5161 2.6347 -1.6113  0.238
H 1.1475 2.7210 -1.0280  0.196
C -0.3494 2.6992 0.5292  -0.223
C -0.8428 4.1435 0.4491  -0.597
H -1.6361 4.2387 -0.2885  0.211
H -0.0282 4.8076 0.1672  0.199
H -1.2306 4.4672 1.4119  0.209
C 0.7136 2.5725 1.6180  -0.611
H 1.0036 1.5377 1.7705  0.216
H 1.5989 3.1492 1.3559  0.196
H 0.3273 2.9532 2.5607  0.211
H -1.1986 2.0613 0.7945  0.199
H 0.5474 0.5715 -2.1071  0.226
C 1.2833 0.0444 -0.1555  0.684
O 0.9441 -0.7841 0.6669  -0.643
N 2.5564 0.4200 -0.3613  -0.605
H 2.7655 1.0775 -1.0956  0.395
C 3.6732 -0.1468 0.3623  -0.227
C 4.6119 -0.9085 -0.5727  -0.396
H 4.9133 -0.2392 -1.3836  0.194
H 4.0704 -1.7469 -1.0154  0.206
C 5.8707 -1.4290 0.1293  -0.212
C 6.8395 -1.9964 -0.9070  -0.598
H 7.1124 -1.2393 -1.6388  0.205
H 7.7484 -2.3490 -0.4257  0.209
H 6.3835 -2.8330 -1.4318  0.203
C 5.5353 -2.4956 1.1686  -0.608
H 6.4484 -2.8934 1.6055  0.210
H 4.9274 -2.0878 1.9711  0.208
H 4.9918 -3.3163 0.7061  0.204
H 6.3576 -0.5872 0.6354  0.191
H 4.2196 0.6564 0.8693  0.190
H 3.2433 -0.8133 1.1109  0.236
O -3.1562 -1.4401 -0.1413  -0.448
H -3.9232 -0.8774 -2.0273  0.217
H -3.4132 0.4640 0.7433  0.208
H -7.0797 -3.3445 0.9237  0.214
H -7.3463 -1.8564 1.8443  0.223
H -8.6916 -2.6122 0.9802  0.218